{
  "formula": "C7H8",
  "method": "the ωB97M-V functional and the def2-TZVPD basis",
  "orbital_gap_ev": 11.1989,
  "lumo_ev": 0.7,
  "multiplicity": 1,
  "de_lowest_ev": 5.684,
  "e_homo_ev": -10.5,
  "charge": 0,
  "species": ["C", "C", "C", "C", "C", "C", "C", "H", "H", "H", "H", "H", "H", "H", "H"],
  "xyz": [[-2.122371, -1.085628, 0.928583], [1.374610, -0.526302, 0.626231], [0.082864, -0.320762, -1.483291], [0.170157, -0.580196, -2.716741], [-1.108221, -0.557240, 0.553698], [0.075120, 1.580421, 0.118611], [0.105032, 0.047206, -0.032786], [-3.026294, -1.557934, 1.245136], [-0.812423, 2.003651, -0.357880], [-0.833830, -0.968665, -1.987802], [0.070709, 1.847920, 1.180060], [0.964778, 2.014501, -0.349023], [1.413941, -1.613016, 0.520440], [2.262305, -0.095698, 0.151680], [1.387197, -0.270836, 1.690527]],
  "forces_ev_per_a": [[0.41, 0.23, -0.11], [0.09, -0.04, 0.04], [0.17, -0.04, -0.52], [0.02, 0.18, 0.64], [-0.48, -0.26, 0.15], [-0.01, 0.11, 0.00], [-0.04, -0.02, 0.02], [0.17, 0.10, 0.02], [0.12, -0.08, 0.07], [-0.09, -0.07, -0.11], [-0.01, -0.07, -0.16], [-0.14, -0.08, 0.06], [-0.03, 0.15, 0.01], [-0.15, -0.06, 0.06], [-0.04, -0.03, -0.16]],
  "mulliken_charge": [0.1689, -1.4119, -0.0535, -1.0237, -1.3614, -1.4039, 2.0997, 0.4688, 0.3583, 0.2824, 0.3803, 0.3768, 0.3607, 0.3769, 0.3819]
}

{
  "formula": "C26H40F12N2O11",
  "method": "the ωB97M-V functional and the def2-TZVPD basis",
  "orbital_gap_ev": 9.6181,
  "lumo_ev": 0.1,
  "multiplicity": 1,
  "de_lowest_ev": 0.000,
  "smiles": "CCC[C@@H](CN)OCN(C(C)=O)C(C)=O.CCOC(=O)C(F)(F)F.CCOC(=O)C(F)(F)F.CCOC(=O)C(F)(F)F.CCOC(=O)C(F)(F)F",
  "e_homo_ev": -9.5,
  "charge": 0,
  "species": ["F", "F", "F", "F", "F", "F", "F", "F", "F", "F", "F", "F", "O", "O", "O", "O", "O", "O", "O", "O", "O", "O", "O", "N", "N", "C", "C", "C", "C", "C", "C", "C", "C", "C", "C", "C", "C", "C", "C", "C", "C", "C", "C", "C", "C", "C", "C", "C", "C", "C", "C", "H", "H", "H", "H", "H", "H", "H", "H", "H", "H", "H", "H", "H", "H", "H", "H", "H", "H", "H", "H", "H", "H", "H", "H", "H", "H", "H", "H", "H", "H", "H", "H", "H", "H", "H", "H", "H", "H", "H", "H"],
  "xyz": [[-4.005675, 0.788690, 5.858244], [-6.903070, -5.687732, 0.071106], [-1.419037, -3.675969, -6.922650], [-4.841558, -6.045335, -0.474991], [-4.256042, 0.262253, 3.776472], [4.107798, -4.372905, 1.347812], [-5.660437, -6.969118, 1.304098], [-2.706883, -5.138850, -5.969857], [-3.428018, -3.131748, -6.325541], [3.524972, -4.499670, -0.720651], [4.119969, -2.591447, 0.111078], [-5.459291, 1.841340, 4.658809], [-3.239085, 2.557186, 2.945823], [1.003018, 2.915222, 0.156408], [1.950057, -2.946865, 1.987566], [-2.107363, -2.366421, -4.073548], [3.893970, 3.996444, -2.802647], [-4.137406, -4.144092, 1.337690], [-0.974004, -4.308905, -4.137827], [0.754594, 5.598714, -2.821887], [-2.422478, 2.847862, 5.023368], [1.063231, -3.567944, 0.019976], [-6.206574, -4.278697, 2.211784], [6.555900, 5.287423, -0.809560], [1.917080, 4.052692, -1.551785], [1.911188, 6.465974, -0.983215], [-6.094998, -1.850777, 2.386189], [0.904699, 3.204896, -0.970250], [4.165878, 1.730879, -0.307140], [0.644036, -2.569027, 2.469887], [-1.818983, -3.399499, -4.603852], [3.452710, -3.731572, 0.369205], [-4.232509, 1.292231, 4.644005], [1.433519, 5.366851, -1.896992], [-0.258347, 2.658205, -1.762755], [-5.222915, -4.643752, 1.398175], [-2.304998, 3.521121, 2.419009], [4.755972, 3.787545, -1.686045], [-2.355818, -3.843401, -5.971746], [-3.169022, 2.325134, 4.250280], [-5.663363, -5.850410, 0.557931], [4.772329, 0.500264, 0.410774], [1.998924, -3.424295, 0.754633], [-0.961788, 2.873253, 2.160696], [5.075503, 2.293838, -1.414183], [-0.122236, -3.774486, 2.971160], [-1.266412, -4.360901, -1.718084], [6.060817, 4.578473, -2.007171], [2.629866, 3.413791, -2.663185], [-5.918055, -3.177019, 3.093010], [-0.354103, -4.008679, -2.870684], [5.747016, 5.356686, -2.698094], [6.636312, 4.617428, -0.048510], [-1.072674, -3.466985, 3.405772], [-0.049363, -2.963322, -2.836754], [5.807085, 5.902486, -0.509462], [-6.623256, -3.257736, 3.917941], [-5.952341, -1.029254, 3.080350], [6.088975, 2.276549, -1.007458], [0.817287, -1.869233, 3.284953], [-4.916743, -3.279260, 3.510382], [-2.733830, 3.878300, 1.483972], [-0.171647, 2.774613, -2.838731], [-2.223174, 4.378618, 3.086333], [6.825314, 3.933304, -2.423498], [4.383017, 4.201219, -0.749168], [2.665733, 2.330347, -2.556635], [-1.075892, 2.005216, 1.513347], [0.457044, -4.307343, 3.726237], [-0.329871, 1.591309, -1.563326], [3.215854, 1.391315, -0.716501], [2.112937, 3.606261, -3.606911], [-5.380549, -1.742288, 1.569815], [4.485653, -0.411685, -0.120011], [1.596681, 6.236110, 0.035146], [-0.755375, -4.203321, -0.773865], [-1.581046, -5.403967, -1.784226], [4.340181, 0.477084, 1.410890], [3.000347, 6.418437, -0.979674], [-7.093637, -1.778221, 1.953132], [-0.512434, 2.526523, 3.092511], [-1.175992, 3.084325, -1.369035], [5.850906, 0.602719, 0.507407], [-0.324521, -4.476838, 2.162441], [0.093424, -2.036965, 1.694630], [1.588948, 7.437756, -1.328149], [-2.170617, -3.750740, -1.730157], [0.550705, -4.611589, -2.827505], [5.047779, 1.704125, -2.328589], [3.930423, 2.484617, 0.436714], [-0.284219, 3.572636, 1.695347]],
  "forces_ev_per_a": [[0.14, 0.20, -0.21], [0.23, 0.06, 0.15], [-0.05, 0.02, 0.26], [-0.04, 0.15, 0.25], [0.14, 0.30, 0.15], [-0.28, 0.19, -0.03], [0.04, 0.27, 0.00], [0.10, 0.23, 0.09], [0.22, -0.03, 0.18], [-0.31, 0.22, 0.13], [-0.31, -0.25, 0.10], [0.28, 0.04, -0.13], [-0.34, -0.09, 0.18], [0.57, -0.76, 2.97], [0.28, 0.02, -0.18], [-0.18, 0.04, -0.28], [-0.28, -0.24, 0.44], [0.04, -0.23, -0.22], [-0.09, 0.06, -0.38], [-1.65, -0.03, -2.42], [-0.16, -0.22, 0.21], [0.58, -0.01, -0.10], [0.06, -0.32, -0.15], [0.06, -0.48, -0.14], [0.11, -0.56, -0.27], [0.39, -0.72, 0.15], [-0.06, -0.15, -0.39], [-0.26, 0.31, -2.18], [0.42, -1.13, -0.21], [-0.57, 0.12, 0.36], [0.46, -0.03, 0.63], [0.94, -0.40, -0.24], [-0.49, -0.61, 0.33], [1.39, 0.78, 1.97], [0.29, -0.30, -0.49], [-0.03, 0.50, 0.54], [0.48, 0.25, -0.31], [1.72, -0.66, -0.72], [-0.40, -0.25, -0.64], [0.36, 0.54, -0.44], [-0.24, -0.56, -0.55], [-0.69, 0.62, -0.21], [-0.54, 0.27, 0.41], [-0.40, -0.24, 0.56], [-0.73, 0.84, 0.99], [0.18, -0.27, -0.15], [-0.49, -0.07, -0.13], [-1.31, 0.55, 0.89], [-0.36, 0.62, -0.85], [-0.02, 0.56, 0.37], [0.29, -0.03, 0.67], [0.35, -0.07, -0.42], [0.25, 0.02, 0.01], [0.01, 0.04, -0.02], [-0.16, 0.04, -0.14], [0.10, 0.20, 0.02], [-0.10, -0.22, -0.13], [-0.05, -0.03, 0.05], [0.15, -0.11, -0.18], [0.27, -0.04, -0.05], [0.06, -0.11, -0.18], [-0.23, -0.18, 0.06], [-0.14, 0.36, -0.03], [-0.06, -0.16, 0.18], [0.14, 0.06, -0.16], [-0.56, 0.20, -0.19], [0.06, -0.08, 0.46], [0.01, 0.10, -0.13], [-0.03, 0.10, 0.08], [0.10, -0.11, 0.14], [-0.19, 0.22, -0.02], [0.05, 0.08, -0.09], [0.08, 0.01, 0.08], [0.44, 0.16, 0.18], [-0.05, 0.17, 0.08], [-0.09, -0.04, -0.13], [0.09, -0.02, 0.00], [0.08, -0.35, 0.08], [0.09, 0.04, 0.05], [-0.04, -0.02, 0.11], [0.01, 0.10, 0.02], [-0.12, 0.28, -0.17], [0.10, -0.20, -0.03], [-0.09, 0.08, -0.03], [0.12, -0.12, -0.16], [-0.24, 0.09, 0.03], [0.05, 0.05, 0.00], [-0.06, -0.08, -0.23], [0.07, -0.02, -0.09], [0.06, 0.31, -0.04], [0.01, 0.12, 0.01]],
  "mulliken_charge": [-0.2518, -0.2520, -0.2540, -0.2118, -0.2299, -0.2593, -0.2685, -0.2410, -0.2390, -0.2444, -0.2613, -0.2692, -0.3186, -0.6482, -0.3275, -0.5227, -0.4561, -0.5178, -0.3260, -0.5017, -0.5182, -0.4673, -0.3245, -0.7223, 0.9129, -1.0282, -0.9778, 0.0941, 0.3221, -0.2025, 0.3546, 0.8120, 0.9271, 0.5382, -1.1640, 0.3577, -0.3696, 0.7285, 0.8762, 0.3342, 0.9005, -1.3326, 0.3270, -0.7792, -1.1422, -1.0869, -0.7495, -1.0304, -0.9666, -0.2036, -0.2636, 0.3854, 0.2910, 0.3386, 0.3168, 0.3141, 0.3397, 0.2410, 0.4389, 0.3573, 0.2716, 0.3305, 0.3510, 0.3313, 0.4262, 0.2597, 0.4313, 0.2760, 0.3293, 0.3991, -0.1099, 0.5284, 0.2928, 0.2717, 0.2686, 0.1410, 0.3485, 0.3608, 0.1367, 0.3423, 0.3960, 0.2793, 0.3636, 0.2773, 0.2931, 0.3815, 0.3201, 0.3063, 0.2689, 0.3446, 0.2037]
}